Entry 1:
Density functional theory data (wB97M-V/def2-TZVPD) for a structure of composition C19H26N3O5SeSr in a non-equilibrium geometry.

Results
max |F|: 13.94 eV Å⁻¹
calculated total energy: -3712.22855 Ha
LUMO energy: 0.0813 Ha
net charge: -1
spin multiplicity: 1
energy relative to the best compared isomer or geometry (same formula, charge and spin): 673.8 kJ/mol
HOMO level: -3.7 eV

CARTESIAN COORDINATES (ANGSTROEM)
1 Sr 0.898 -0.500 -0.809
2 O 3.299 1.505 0.281
3 C 4.179 0.798 -0.551
4 C 3.964 -0.708 -0.529
5 N 2.763 -1.086 -1.135
6 C 2.540 -0.604 -2.437
7 C 2.200 0.855 -2.489
8 O 2.609 1.528 -3.432
9 O 1.448 1.294 -1.557
10 C 2.478 -2.458 -1.074
11 C 1.176 -2.762 -1.793
12 O 1.209 -3.457 -2.804
13 O 0.132 -2.292 -1.257
14 H 2.531 1.727 -0.292
15 H 5.200 1.010 -0.210
16 H 4.109 1.141 -1.589
17 H 3.946 -1.060 0.512
18 H 4.853 -1.181 -1.015
19 H 1.695 -1.123 -2.867
20 H 3.388 -0.802 -3.121
21 H 2.410 -2.794 -0.030
22 H 3.268 -3.080 -1.551
23 C 3.469 -0.312 3.136
24 C 2.469 -1.363 2.820
25 N 1.313 -1.179 2.238
26 C 0.683 -2.391 2.217
27 C 1.491 -3.332 2.781
28 N 2.633 -2.671 3.164
29 H 3.180 0.607 2.631
30 H 4.473 -0.599 2.818
31 H 3.492 -0.136 4.212
32 H -0.301 -2.471 1.784
33 H 1.375 -4.387 2.931
34 H 3.427 -3.083 3.626
35 C -6.668 2.957 -1.146
36 C -5.396 2.309 -0.675
37 C -4.457 1.831 -1.572
38 C -3.275 1.231 -1.148
39 C -2.321 0.723 -2.182
40 C -2.997 1.105 0.219
41 Se -1.260 0.255 0.846
42 C -3.953 1.564 1.140
43 C -3.751 1.435 2.617
44 C -5.122 2.155 0.677
45 H -6.677 3.042 -2.231
46 H -6.770 3.952 -0.716
47 H -7.535 2.373 -0.836
48 H -4.652 1.920 -2.633
49 H -2.704 0.919 -3.180
50 H -2.169 -0.359 -2.031
51 H -1.347 1.226 -2.052
52 H -2.858 0.830 2.773
53 H -4.627 0.977 3.067
54 H -3.612 2.417 3.058
55 H -5.847 2.504 1.398

Entry 2:
Density functional theory data (wB97M-V/def2-TZVPD) for the molecule C19H26N4O2S in a non-equilibrium geometry.

Results
max |F|: 1.22 eV Å⁻¹
calculated total energy: -1507.32249 Ha
LUMO energy: 0.0161 Ha
SMILES: Cc1cccc(C)c1NC(=O)[C@H](C)Sc1nnc(C)n1C[C@@H]1CCCO1
spin multiplicity: 1
energy relative to the best compared isomer or geometry (same formula, charge and spin): 155.1 kJ/mol
HOMO level: -8.6 eV

CARTESIAN COORDINATES (ANGSTROEM)
1 C 4.971 1.992 -0.763
2 C 5.000 0.576 -0.285
3 C 6.183 -0.152 -0.311
4 C 6.233 -1.450 0.160
5 C 5.093 -2.045 0.671
6 C 3.892 -1.355 0.701
7 C 3.854 -0.046 0.211
8 N 2.622 0.649 0.263
9 C 1.961 1.157 -0.803
10 O 2.380 1.173 -1.938
11 C 0.610 1.770 -0.435
12 C 0.774 3.038 0.387
13 H 1.258 2.831 1.340
14 H -0.203 3.482 0.565
15 H 1.382 3.747 -0.171
16 H 0.052 1.981 -1.349
17 S -0.362 0.502 0.474
18 C -1.948 1.200 0.318
19 N -2.226 2.358 -0.208
20 N -3.554 2.540 -0.089
21 C -4.068 1.503 0.504
22 N -3.080 0.591 0.790
23 C -3.195 -0.708 1.388
24 H -3.962 -0.664 2.165
25 H -2.232 -0.966 1.839
26 C -3.585 -1.814 0.384
27 C -2.619 -1.967 -0.800
28 H -1.871 -2.734 -0.617
29 H -2.109 -1.026 -1.001
30 C -3.558 -2.298 -1.958
31 H -3.154 -2.019 -2.927
32 C -4.785 -1.478 -1.576
33 H -5.720 -1.858 -1.990
34 O -4.874 -1.569 -0.163
35 H -4.660 -0.427 -1.877
36 H -3.802 -3.361 -1.961
37 H -3.646 -2.750 0.960
38 C -5.490 1.336 0.873
39 H -5.606 1.417 1.954
40 H -6.066 2.124 0.397
41 H -5.855 0.361 0.556
42 H 2.093 0.526 1.116
43 C 2.648 -1.996 1.242
44 H 2.356 -1.539 2.189
45 H 1.818 -1.882 0.545
46 H 2.813 -3.056 1.417
47 H 5.132 -3.058 1.042
48 H 7.163 -1.999 0.134
49 H 7.077 0.313 -0.699
50 H 4.452 2.050 -1.719
51 H 4.433 2.625 -0.057
52 H 5.980 2.376 -0.886

Entry 3:
Density functional theory data (wB97M-V/def2-TZVPD) for the molecule C19H26N4O3.

Results
max |F|: 0.46 eV Å⁻¹
calculated total energy: -1184.43311 Ha
LUMO energy: 0.0190 Ha
SMILES: Cc1cccc(N2CCN(C(=O)CN3C(=O)NC(C)(C)C3=O)CC2)c1C
spin multiplicity: 1
energy relative to the best compared isomer or geometry (same formula, charge and spin): 47.8 kJ/mol
HOMO level: -8.0 eV

CARTESIAN COORDINATES (ANGSTROEM)
1 C 5.760 1.624 0.767
2 C 4.947 0.587 0.049
3 C 5.585 -0.315 -0.794
4 C 4.853 -1.257 -1.489
5 C 3.486 -1.344 -1.308
6 C 2.829 -0.477 -0.438
7 C 3.563 0.534 0.206
8 C 2.866 1.589 1.016
9 H 3.334 2.556 0.849
10 H 2.916 1.376 2.084
11 H 1.824 1.659 0.723
12 N 1.443 -0.554 -0.218
13 C 0.992 -0.794 1.150
14 H 1.855 -0.886 1.811
15 C 0.148 -2.059 1.245
16 N -1.033 -1.905 0.412
17 C -2.199 -2.420 0.853
18 O -2.266 -3.124 1.840
19 C -3.453 -2.119 0.029
20 N -3.646 -0.716 -0.254
21 C -3.505 0.303 0.641
22 O -3.146 0.215 1.785
23 C -3.879 1.591 -0.106
24 N -4.109 1.085 -1.441
25 C -3.992 -0.256 -1.536
26 O -4.119 -0.954 -2.507
27 H -4.405 1.658 -2.211
28 C -5.150 2.182 0.508
29 H -5.425 3.101 -0.005
30 H -5.973 1.475 0.429
31 H -4.976 2.399 1.558
32 C -2.726 2.593 -0.063
33 H -3.027 3.538 -0.509
34 H -1.865 2.209 -0.606
35 H -2.440 2.763 0.972
36 H -4.300 -2.503 0.607
37 H -3.420 -2.637 -0.935
38 C -0.836 -1.132 -0.795
39 H -1.087 -0.076 -0.629
40 C 0.629 -1.226 -1.209
41 H 0.878 -2.291 -1.337
42 H 0.776 -0.725 -2.170
43 H -1.467 -1.518 -1.600
44 H -0.191 -2.224 2.270
45 H 0.726 -2.937 0.931
46 H 0.378 0.048 1.499
47 H 2.939 -2.104 -1.842
48 H 5.349 -1.941 -2.162
49 H 6.657 -0.266 -0.916
50 H 5.521 1.640 1.828
51 H 5.562 2.618 0.363
52 H 6.821 1.420 0.653

Entry 4:
Density functional theory data (wB97M-V/def2-TZVPD) for a structure of composition C19H26N7O2Tc.

Results
max |F|: 0.40 eV Å⁻¹
calculated total energy: -1353.19731 Ha
LUMO energy (spin up / spin down): -0.3851 / -0.3851 Ha
net charge: +3
spin multiplicity: 4
energy relative to the best compared isomer or geometry (same formula, charge and spin): 155.6 kJ/mol
HOMO level (spin up / spin down): -16.4 / -16.2 eV

CARTESIAN COORDINATES (ANGSTROEM)
1 Tc -0.243 -0.559 -0.012
2 C -1.776 -0.448 -3.809
3 N -0.881 -1.154 -2.890
4 C -0.075 -2.226 -3.078
5 C 0.820 -2.629 -2.146
6 C 1.811 -3.659 -2.283
7 C 2.609 -3.587 -1.186
8 C 2.082 -2.542 -0.371
9 N 1.025 -1.966 -0.917
10 C -1.813 0.661 -2.716
11 C -4.105 1.403 -2.833
12 C -4.035 2.108 -4.044
13 C -2.950 2.835 -4.445
14 C -1.648 2.905 -3.824
15 C -1.136 1.947 -3.041
16 H -2.725 -0.966 -3.945
17 H -1.335 -0.170 -4.765
18 H -0.167 -2.740 -4.025
19 H 1.895 -4.328 -3.125
20 H 3.470 -4.191 -0.952
21 H 2.461 -2.210 0.584
22 H -5.069 1.277 -2.344
23 H -4.985 2.257 -4.542
24 H -3.110 3.510 -5.281
25 H -1.032 3.757 -4.081
26 H -0.118 2.051 -2.681
27 N -0.247 1.657 0.730
28 C -1.213 1.772 1.853
29 C -2.498 1.057 1.495
30 N -2.197 -0.364 1.184
31 H 0.692 1.870 1.063
32 H -0.459 2.353 0.020
33 H -1.410 2.813 2.107
34 H -0.755 1.300 2.723
35 H -2.948 1.503 0.606
36 H -3.217 1.144 2.309
37 H -3.000 -0.813 0.756
38 H -2.023 -0.868 2.052
39 C 3.830 -0.803 5.466
40 N 3.010 -0.572 4.279
41 C 1.853 -1.359 3.884
42 C 1.468 -0.637 2.620
43 O 0.469 -0.991 1.913
44 N 2.255 0.378 2.356
45 C 3.180 0.389 3.383
46 N 4.135 1.297 3.431
47 H 3.534 -1.749 5.910
48 H 3.682 -0.012 6.201
49 H 4.882 -0.874 5.189
50 H 1.052 -1.320 4.626
51 H 2.104 -2.404 3.691
52 H 4.197 1.982 2.697
53 H 4.807 1.333 4.181
54 O -3.148 0.879 -2.157
55 C -1.002 -0.298 -1.817

Q: Look up the energy relative to the best compared isomer or geometry (same formula, charge and spin) of the first one.
A: 673.8 kJ/mol

Q: Look up the max |F| of the third one.
A: 0.46 eV Å⁻¹

Q: Which value of energy relative to the best compared isomer or geometry (same formula, charge and spin) does entry 3 give?
A: 47.8 kJ/mol